<i>
Entry from OMol25: C45H45CsN9O2P2S2 as an isolated structure (ωB97M-V/def2-TZVPD).

Geometry as XYZ:
```
106
Properties=species:S:1:pos:R:3:lowdin_charge:R:1
C -5.286 0.482 -2.149 -0.11
H -6.075 -4.035 -0.805 0.09
C 1.099 2.073 4.008 -0.46
C -3.388 0.512 3.203 -0.13
C 5.913 -1.097 -2.655 -0.06
C 0.222 -3.558 0.336 -0.34
C -1.786 4.301 -3.828 -0.19
C -0.619 3.405 -1.956 -0.20
C 4.547 -1.087 -2.394 -0.14
H 4.049 -1.961 1.412 0.07
H -2.600 -2.433 -2.754 0.06
N 0.379 2.966 -2.636 0.10
H 0.139 0.385 4.648 0.11
C 1.721 -4.217 2.112 -0.10
H -4.773 -4.257 1.292 0.09
H 4.646 1.545 4.352 0.12
H -6.081 0.559 -2.882 0.09
H -1.882 5.044 -7.608 0.10
C -4.542 -0.068 0.075 -0.08
C 0.859 -5.872 0.601 -0.10
H 1.764 3.342 2.697 0.08
H 4.916 0.202 5.439 0.11
C -2.418 -1.795 4.402 -0.09
H 3.680 2.463 -5.000 0.11
H -3.744 1.115 -3.511 0.10
C 1.007 -3.234 1.436 -0.11
C 4.290 0.542 4.611 -0.16
C -5.561 0.036 -0.867 -0.10
N 0.095 1.215 4.085 0.23
C 5.560 0.797 -4.057 -0.03
H -6.571 -0.248 -0.596 0.10
H 0.800 -6.903 0.270 0.09
H -1.935 0.876 -1.852 0.10
H -0.637 3.258 -0.879 0.01
C 1.644 -5.540 1.700 -0.11
Cs 1.677 0.726 -0.598 0.92
C -1.852 4.834 -6.547 -0.09
H 2.908 2.644 4.483 0.14
H 0.033 3.799 -6.622 0.11
N 3.929 -1.009 1.085 0.03
N 0.950 3.213 3.305 0.16
S -1.273 2.122 1.190 0.27
H -4.989 -3.110 -2.829 0.10
C -4.425 -3.214 -1.909 -0.10
H -3.681 5.306 -3.725 0.11
C 4.207 0.725 -3.741 -0.27
S 0.140 -2.207 -2.424 0.14
C 0.343 3.078 -4.022 -0.30
P -0.655 -2.228 -0.593 0.27
H -3.640 -1.255 6.084 0.09
H 4.790 -0.694 0.645 0.06
H 4.318 -1.416 3.720 0.11
C -2.014 -1.449 3.116 -0.11
C -0.604 -0.846 0.336 -0.76
H -3.743 5.780 -6.148 0.10
H 5.558 -0.322 3.110 0.12
N 2.026 1.618 -4.104 0.03
C -3.318 -0.989 5.084 -0.11
C -2.964 0.683 -1.565 -0.11
N 2.245 1.909 4.674 0.08
C -0.784 4.148 -6.006 -0.02
C 3.653 -0.084 2.181 -0.37
N -1.707 4.028 -2.470 0.13
P -1.776 0.152 0.851 0.37
C -2.359 -2.929 -0.695 -0.33
C -5.035 -3.730 -0.775 -0.11
H 6.550 -1.841 -2.197 0.10
C 3.267 1.695 -4.342 -0.10
C 6.427 -0.128 -3.499 -0.07
H -0.622 1.287 3.359 0.02
C -0.737 3.868 -4.641 -0.08
H 5.919 1.570 -4.726 0.10
C -2.980 -3.449 0.439 -0.09
H 2.195 -6.309 2.228 0.09
C -2.871 4.987 -4.371 -0.02
H -4.504 0.801 5.010 0.10
N 1.212 2.503 -4.771 0.07
C -3.237 0.270 -0.259 -0.32
C -3.806 0.165 4.479 -0.10
C 2.836 0.644 5.095 -0.16
H -1.308 -2.060 2.561 0.07
H 2.245 -0.178 4.685 0.11
H 0.094 3.200 2.749 -0.01
H 7.486 -0.091 -3.721 0.10
H -0.429 -5.139 -0.954 0.11
C -4.306 -3.852 0.401 -0.10
H -2.420 -3.538 1.364 0.09
C 4.509 -0.379 3.414 -0.16
C -3.093 -2.823 -1.871 -0.11
C 3.902 1.353 1.639 -0.77
C -2.900 5.249 -5.725 -0.09
O 2.984 2.190 1.856 -0.14
H -2.487 4.215 -1.860 0.15
H 2.335 -3.951 2.966 0.09
O 4.960 1.524 1.016 -0.01
H -3.732 1.434 2.749 0.09
C 0.162 -4.886 -0.080 -0.10
H 1.049 -2.191 1.736 0.07
H -2.036 -2.698 4.864 0.10
H -4.772 -0.436 1.067 0.10
H 2.593 -0.160 2.448 0.12
N 3.713 -0.198 -2.912 0.07
H 2.788 0.568 6.184 0.11
C -3.978 0.800 -2.500 -0.09
C -2.492 -0.297 2.504 -0.36
H 4.100 -1.820 -1.730 0.11
```

Summary:
frontier orbital gap: 5.7 eV
2S+1: 1
total charge: -1
M: 1002.9 g/mol

***

<ii>
Entry from OMol25: C45H45CsN9O2P2S2 as an isolated structure (ωB97M-V/def2-TZVPD).

Geometry as XYZ:
```
106
Properties=species:S:1:pos:R:3:lowdin_charge:R:1
C 5.483 0.989 -3.131 -0.11
N -0.478 4.188 0.118 0.02
C -4.759 2.428 3.486 -0.16
C 3.930 -2.743 -0.041 -0.32
C 0.052 -4.517 1.370 -0.09
H 6.240 -0.840 0.181 0.10
H -4.678 -2.247 4.927 0.10
C -5.482 1.405 2.607 -0.19
H 3.423 0.433 -2.744 0.09
Cs 0.557 0.917 0.668 0.80
C 3.499 3.196 -0.101 -0.13
H -7.906 4.362 -0.173 0.10
H 5.329 3.290 -1.218 0.10
H -2.484 -0.962 3.570 0.06
N -1.593 2.587 2.844 0.06
S -1.134 -1.203 -1.805 0.16
C -1.444 0.575 4.158 -0.52
H 1.724 -4.720 -2.097 0.10
H -6.405 6.217 0.490 0.10
H -2.155 3.335 2.461 0.06
H 0.583 -6.592 1.576 0.09
N -4.369 1.553 -0.768 0.11
S 3.489 -0.126 1.562 0.08
H 5.261 1.510 -4.056 0.10
C 1.240 -4.657 -1.130 -0.08
C -6.313 2.980 -0.497 -0.04
C 4.680 -5.423 0.213 -0.12
H -0.976 2.947 3.564 0.09
H -0.162 5.332 -1.562 0.12
N -2.171 2.281 -0.393 0.10
C 4.548 -3.412 -1.096 -0.09
C -2.620 3.573 -0.138 -0.32
N -4.140 -1.264 2.812 0.12
H 5.413 -5.243 -1.799 0.09
H -6.616 0.381 4.047 0.13
C 2.435 4.879 -1.943 -0.03
C -2.370 1.476 3.342 -0.33
C 6.788 0.919 -2.668 -0.12
C 3.690 -3.435 1.141 -0.11
C -3.019 1.368 -0.691 -0.19
O -0.548 1.028 4.821 0.12
H -5.476 2.842 4.203 0.11
C -4.074 3.828 -0.116 -0.10
C 0.679 -3.455 -0.711 -0.32
H 8.081 0.196 -1.109 0.09
H 4.740 -2.887 -2.026 0.10
H -3.941 5.858 0.504 0.11
H 4.969 -6.463 0.313 0.09
P 0.785 -1.889 -1.680 0.31
H -3.882 0.993 4.832 0.10
H 3.737 -2.750 -5.546 0.09
C 0.199 -3.269 -4.092 -0.12
H -4.150 -0.836 1.893 0.06
H -0.215 -4.366 -5.886 0.09
H 3.847 -5.299 2.186 0.10
C 1.926 -0.862 -1.103 -0.78
O -1.711 -0.731 4.150 0.10
H 3.874 2.486 0.630 0.06
H -0.358 -2.472 0.885 0.08
C 4.927 -4.740 -0.971 -0.10
N -1.811 4.545 0.068 0.07
N -5.337 -1.502 4.757 0.13
C -4.932 2.786 -0.472 -0.21
H -4.453 3.265 2.850 0.10
C 2.744 -2.903 -5.139 -0.09
C 4.055 -4.768 1.264 -0.10
H 4.360 4.874 -2.900 0.10
N 2.227 3.551 0.031 0.06
C 6.035 -0.338 -0.757 -0.10
C 1.697 4.369 -0.881 -0.28
C 1.802 -3.627 -5.853 -0.11
C 3.766 4.508 -2.072 -0.07
H 2.055 -4.046 -6.820 0.09
C 4.455 0.392 -2.408 -0.11
H -0.796 -3.387 -3.681 0.08
C 2.414 -2.373 -3.896 -0.09
C 0.526 -3.807 -5.327 -0.10
H -4.943 0.801 -1.110 0.15
H -3.191 2.593 4.967 0.13
H 1.963 5.535 -2.664 0.10
H -6.963 2.161 -0.781 0.11
H -4.837 1.083 1.790 0.09
H 3.221 -2.910 1.965 0.07
P 3.331 -1.013 -0.258 0.30
H 3.132 -1.799 -3.323 0.07
H 1.657 -6.704 -0.651 0.10
C 1.146 -2.555 -3.361 -0.34
C -5.081 -0.836 3.573 -0.57
H -0.410 -4.451 2.348 0.10
C 4.722 -0.278 -1.221 -0.35
C -3.561 1.861 4.246 -0.13
C 4.310 3.645 -1.140 -0.05
C 1.203 -5.781 -0.312 -0.10
C -4.621 5.062 0.233 -0.02
C 0.258 4.687 -0.785 -0.10
C 0.607 -5.717 0.937 -0.11
H -2.647 0.367 -0.912 -0.02
C -5.989 5.255 0.220 -0.08
H -6.349 1.868 2.137 0.11
C 0.089 -3.402 0.552 -0.11
H -5.512 -0.926 5.566 0.09
H 7.593 1.379 -3.230 0.09
N -5.926 0.221 3.330 0.05
C 7.062 0.252 -1.476 -0.10
H -2.736 0.903 2.485 0.12
C -6.834 4.211 -0.153 -0.09
```

Summary:
frontier orbital gap: 5.2 eV
2S+1: 1
total charge: -1
M: 1002.9 g/mol

***

Most favorable first, least favorable last: <i>, <ii>

***

<i>
Entry from OMol25: one molecule with the formula C2H3NS3 (ωB97M-V/def2-TZVPD).

Geometry as XYZ:
```
9
Properties=species:S:1:pos:R:3:nbo_charge:R:1
C 0.529 0.085 -0.678 -0.05
H -0.935 0.409 2.471 0.18
H -1.182 0.571 -1.801 0.20
N 0.867 -0.225 0.710 -0.72
H 1.974 -0.595 0.785 0.43
S 1.375 -0.262 -1.990 0.07
S 0.116 1.277 1.677 0.11
C -1.011 0.036 -0.952 -0.28
S -1.733 -1.295 -0.221 0.07
```

Summary:
frontier orbital gap: 7.5 eV
SMILES: S=CC(=S)NS
2S+1: 1
M: 137.3 g/mol

***

<ii>
Entry from OMol25: a 2-piece molecular cluster, C2H3NS3 overall (ωB97M-V/def2-TZVPD).

Geometry as XYZ:
```
9
Properties=species:S:1:pos:R:3:nbo_charge:R:1
H 0.488 1.615 -0.279 0.46
S -1.069 -1.744 0.057 0.15
C 2.376 0.598 -0.095 0.20
S -2.197 0.816 0.611 0.12
N 1.440 1.223 -0.412 -0.65
H -3.158 -0.068 1.023 0.10
C -1.070 -0.107 -0.318 -0.51
S 3.658 0.014 0.478 -0.03
H -0.468 -2.345 -1.064 0.15
```

Summary:
frontier orbital gap: 8.2 eV
2S+1: 1
M: 137.3 g/mol

***

Most favorable first, least favorable last: <ii>, <i>

***

<i>
Entry from OMol25: C31H71MnN10O13 as an isolated structure (ωB97M-V/def2-TZVPD).

Geometry as XYZ:
```
126
Properties=species:S:1:pos:R:3:lowdin_spin:R:1
H -5.398 2.480 -0.971 0.00
C 4.996 5.073 -1.699 0.00
H 0.463 2.738 -0.794 0.00
C 3.096 -1.494 -2.475 0.00
H -0.190 3.077 3.059 0.00
C 5.120 -4.824 1.786 0.00
C 1.937 1.725 4.352 0.00
C -0.420 4.540 -1.082 0.00
N 0.400 3.541 -1.403 0.00
H -1.627 -1.314 5.762 0.00
H 4.884 -4.214 -2.600 0.00
H -4.688 -3.058 -2.803 0.00
H 0.924 -2.640 -0.662 0.00
O 2.363 -1.621 -3.465 0.00
C -6.441 0.366 1.990 0.00
H 1.409 1.051 1.113 0.00
H 5.358 5.997 -1.248 0.00
H -0.269 -2.636 -3.064 0.00
H 0.365 -1.686 4.021 0.00
H -0.490 -1.281 -1.982 0.00
H -3.678 1.921 -1.048 0.00
C -4.793 0.820 0.222 0.01
H -0.220 -1.047 -3.738 0.00
O -1.453 -3.250 0.388 0.04
H 3.155 0.645 -2.005 0.00
C -3.174 -1.847 -2.398 0.01
O -0.090 -0.716 1.078 0.03
C -1.770 2.282 -3.445 0.00
H -5.318 0.663 -5.537 0.00
C 4.652 -3.421 1.494 0.00
C 4.704 2.154 0.691 0.00
C -0.159 0.354 0.450 0.01
H 4.131 2.770 1.384 0.00
H 4.166 1.209 0.609 0.00
H -2.588 0.768 -4.699 0.00
H 2.421 -1.350 1.209 0.00
O -2.981 -1.699 -1.197 0.04
C -0.382 2.725 4.073 0.00
O -4.365 3.330 -3.993 0.00
H 5.649 1.912 1.175 0.00
H 1.769 4.585 -2.746 0.00
H 2.809 -1.082 2.918 0.00
H -5.326 -1.443 -2.348 0.00
H 2.117 -3.951 -1.163 0.00
H 5.902 4.743 -2.207 0.00
H -5.676 2.359 -5.686 0.00
C -1.404 4.239 0.034 0.00
O -2.255 -1.031 2.815 0.04
H -1.045 3.856 0.990 0.00
H 5.165 -5.422 0.876 0.00
H -6.233 0.971 2.872 0.00
H -5.035 1.082 -1.913 0.00
O -0.296 5.691 -1.547 0.00
C -0.439 -2.369 4.294 0.00
H 1.914 -0.350 -1.201 0.00
C -4.855 1.649 -5.585 0.00
H -2.428 -1.826 -4.223 0.00
H 4.121 5.158 -2.343 0.00
C 1.242 -3.678 -0.573 0.00
H 2.313 3.109 -1.833 0.00
N 0.087 -4.632 -0.614 0.00
O -3.899 0.173 0.705 0.03
H 2.841 2.259 6.248 0.00
H -4.305 1.590 -6.524 0.00
H 3.956 -0.866 1.781 0.00
N 4.174 -2.222 -2.264 0.00
C -3.964 2.260 -4.570 0.00
H 0.865 2.700 5.735 0.00
C 2.955 -0.311 -1.521 0.00
H -2.083 3.527 -0.435 0.00
H -0.928 3.467 4.656 0.00
H -6.648 1.498 0.259 0.00
H -2.062 5.091 0.202 0.00
H 4.517 -5.325 2.542 0.00
C -2.387 -0.959 4.006 0.01
C -2.137 -5.394 -0.235 0.00
N 3.639 -2.906 2.200 0.00
H 0.245 -5.568 -0.957 0.00
H 2.869 0.581 5.924 0.00
N -2.156 -1.837 -3.250 0.00
H -0.777 2.217 -3.890 0.00
N -1.545 -1.532 4.779 0.01
O 0.786 1.330 0.438 0.00
C -3.700 -0.399 4.539 0.00
C -1.109 -4.335 -0.145 0.01
H 3.954 1.614 4.868 0.00
H 3.602 -0.424 -0.652 0.00
H 3.255 -3.485 2.933 0.00
H -2.243 -5.851 0.749 0.00
H 4.492 -2.334 -1.312 0.00
C 4.897 2.825 -0.634 0.00
H -1.783 1.768 -2.484 0.00
O -1.240 0.553 -0.082 0.04
N -2.761 1.694 -4.335 0.00
H 4.082 -3.388 -4.013 0.00
H 1.659 -3.735 0.433 0.00
C -4.557 -1.981 -2.902 0.00
H 5.630 -2.823 -3.442 0.00
H -4.590 -1.702 -3.955 0.00
Mn -2.237 -1.265 0.732 4.71
N 4.796 4.136 -0.629 0.00
H -7.519 0.271 1.859 0.00
C 4.692 -3.273 -3.117 0.00
H -4.401 -1.224 4.409 0.00
C 1.485 3.621 -2.324 0.00
O 5.189 2.176 -1.652 0.00
N 0.821 2.352 4.788 0.00
N -5.983 0.929 0.763 0.00
H -0.688 -3.058 3.486 0.00
H -1.872 -6.173 -0.950 0.00
H -1.939 3.338 -3.231 0.00
C -4.726 1.623 -1.019 0.00
H 6.107 -4.818 2.249 0.00
H 4.716 4.610 0.259 0.00
C 3.031 1.547 5.445 0.00
O 5.118 -2.814 0.520 0.00
C -0.723 -1.648 -2.981 0.00
H -6.179 -0.685 2.117 0.00
O 2.049 1.302 3.196 0.00
H -0.146 -2.958 5.163 0.00
H -3.982 0.571 4.131 0.00
H -3.578 -0.184 5.600 0.00
H -0.976 1.812 4.054 0.00
H -3.164 -5.090 -0.436 0.00
C 3.143 -1.560 1.998 0.00
H 1.275 2.994 -3.191 0.00
```

Summary:
frontier orbital gap (spin up / spin down): 8.4 / 8.3 eV
2S+1: 6
total charge: +1
M: 846.9 g/mol

***

<ii>
Entry from OMol25: C31H71MnN10O13 as an isolated structure (ωB97M-V/def2-TZVPD).

Geometry as XYZ:
```
126
Properties=species:S:1:pos:R:3:lowdin_spin:R:1
H 2.849 -0.854 -1.049 0.00
C -0.646 -2.725 -5.555 0.00
N 2.466 6.276 0.811 0.00
O -2.479 -1.520 -3.719 0.00
O -0.918 -0.766 1.731 0.04
H -1.246 3.344 3.283 0.00
C -7.009 -2.252 3.663 0.00
H 2.718 6.147 1.781 0.00
H 1.146 -6.881 0.239 0.00
H 5.045 -1.487 -2.667 0.00
H -2.408 6.252 -3.047 0.00
C -1.554 2.437 2.763 0.00
C 0.518 2.919 -2.290 0.00
O -1.004 3.045 -4.209 0.00
H -7.698 -2.001 4.469 0.00
H -4.263 0.403 2.200 0.00
H -6.440 -3.116 4.007 0.00
N -5.494 -1.293 2.031 0.00
H 1.041 2.134 -2.836 0.00
H -4.393 2.240 -0.528 0.00
H -3.721 -0.664 0.983 0.00
H -0.647 2.073 2.280 0.00
H 0.771 3.564 0.544 0.00
H -7.622 -2.611 2.836 0.00
O -3.488 3.518 1.944 0.00
H 1.195 3.704 -1.952 0.00
O -1.883 -3.523 1.918 0.04
H 4.507 2.514 -1.454 0.00
H 4.272 3.177 2.153 0.00
H -2.183 -3.845 -1.196 0.00
H 2.872 0.305 -2.391 0.00
O -6.115 -0.117 3.905 0.00
H -5.654 -2.097 1.441 0.00
H 4.628 -1.422 4.230 0.00
C 2.579 -1.610 4.291 0.01
H -1.178 6.330 -4.270 0.00
C 4.444 3.145 -0.568 0.00
H 0.235 -0.106 -2.596 0.00
H 3.842 -1.766 1.531 0.00
H 1.708 -3.439 -2.119 0.00
H -1.207 0.750 -2.953 0.00
H -3.521 -2.599 -1.185 0.00
C 0.304 -6.297 0.612 0.00
C -0.532 3.572 -3.206 0.00
C -4.635 -0.283 1.440 0.00
C -2.813 -3.185 -0.599 0.00
C -3.022 -3.948 1.648 0.01
C 2.715 1.784 2.683 0.00
N 3.803 -1.679 3.708 0.00
C -1.321 -1.150 -3.761 0.00
O 1.086 -1.025 1.229 0.03
H 1.062 4.567 2.073 0.00
H 3.495 -3.268 2.309 0.00
H -2.099 -2.453 -0.221 0.00
C 4.057 -2.342 2.431 0.00
H -1.322 -0.525 -1.726 0.00
H 1.773 -1.516 6.270 0.00
H 3.773 7.933 0.881 0.00
C -2.551 2.792 1.653 0.00
H -1.639 1.711 0.165 0.00
C -1.756 5.633 -3.664 0.00
H 5.133 -2.496 2.348 0.00
H -3.066 1.959 -1.559 0.00
C 3.433 -2.017 -3.630 0.00
H 2.887 1.898 3.754 0.00
O 0.554 -3.857 0.923 0.05
H -0.323 5.166 -2.060 0.00
H 0.554 -1.536 -4.298 0.00
H 4.767 -3.768 -3.600 0.00
H -0.640 -2.144 -6.477 0.00
H -3.160 -5.382 3.273 0.00
H 4.236 0.108 -1.159 0.00
O 0.931 6.014 -0.844 0.00
H 2.529 7.949 -0.468 0.00
H -3.359 3.619 -0.947 0.00
H 1.866 -0.036 5.546 0.00
H -0.375 4.811 1.034 0.00
O -0.019 0.689 0.342 0.00
H 0.244 -3.638 -2.940 0.00
H -2.417 5.131 -4.370 0.00
C 3.196 7.357 0.157 0.00
H -1.915 1.651 3.427 0.00
C 0.055 -0.348 1.142 0.01
N -0.414 -1.717 -4.526 0.00
C 0.414 -4.830 0.135 0.01
C -0.845 -0.237 -2.663 0.00
C 0.638 -3.528 -1.929 0.00
H 3.857 6.867 -0.558 0.00
N 3.562 2.587 1.742 0.00
Mn -0.051 -2.679 2.457 4.73
H 4.781 -2.765 -5.138 0.00
O 1.626 -2.123 3.720 0.04
H 1.670 1.958 2.427 0.00
C 3.480 2.476 0.401 0.00
H -4.263 -4.044 3.306 0.00
O 2.575 1.764 -0.094 0.00
H -4.548 -5.412 2.179 0.00
N 4.040 -1.393 -2.637 0.00
H 0.220 -5.599 -1.761 0.00
H 0.928 0.800 0.236 0.00
C 3.484 -0.367 -1.790 0.00
N -2.376 2.371 0.369 0.00
H 4.000 4.096 -0.861 0.00
N -0.833 4.820 -2.861 0.00
C -3.797 -4.767 2.636 0.00
H 0.083 -3.534 -5.515 0.00
C -6.137 -1.110 3.164 0.00
H -1.599 -3.234 -5.405 0.00
H -5.248 0.245 0.710 0.00
H 0.288 -6.365 1.700 0.00
N 0.369 -4.773 -1.198 0.01
H -4.473 -4.167 0.223 0.00
C 2.472 -0.933 5.670 0.00
N -3.524 -3.902 0.444 0.00
H -0.529 -6.878 0.216 0.00
C 0.676 4.522 1.054 0.00
H 0.164 -2.650 -1.490 0.00
H 3.503 -3.828 -4.805 0.00
O 2.322 -1.672 -3.993 0.00
H 5.413 3.411 -0.144 0.00
H 2.933 0.716 2.639 0.00
H -0.020 2.445 -1.469 0.00
C -3.364 2.558 -0.698 0.00
H 3.419 -0.677 6.146 0.00
C 4.201 -3.158 -4.303 0.00
C 1.346 5.673 0.295 0.00
```

Summary:
frontier orbital gap (spin up / spin down): 7.9 / 7.6 eV
2S+1: 6
total charge: +1
M: 846.9 g/mol

***

Most favorable first, least favorable last: <i>, <ii>